Entry from OMol25: a gas-phase ion, C3H3ClN2P (charge +1) in a non-equilibrium geometry (ωB97M-V/def2-TZVPD).

Geometry (Å):
C -0.033 1.110 1.792
P 0.703 -0.158 0.682
Cl -0.200 -1.833 1.296
C -0.108 -0.064 -0.839
N -0.152 -0.560 -1.897
C 0.059 -1.117 -3.068
N 0.167 -1.613 -4.095
H 0.357 1.005 2.891
H -1.044 1.047 1.611
H 0.250 2.183 1.626

Forces on atoms 1 to 6 (eV/Å):
2.989 1.304 1.502
1.370 0.909 2.729
-0.149 -0.296 0.152
-0.423 -1.046 -2.777
-0.075 0.890 0.681
-0.494 0.279 0.337

## Properties
HOMO (spin up / spin down)   -15.035 / -15.035 eV
SMILES   CP(Cl)C#[N+]C#N
Net charge   +1
Kohn-Sham gap (spin up / spin down)   8.100 / 8.101 eV
Lowest unoccupied orbital energy (spin up / spin down)   -6.93 / -6.93 eV

These are the Mulliken partial charges, in e, on atoms 1 to 2:
1. C -0.92
2. P 0.32


Entry from OMol25: a molecular structure, C19H9CoF3N6S2Se (ωB97M-V/def2-TZVPD).

Geometry (Å):
Co -0.114 0.293 -1.190
S 5.246 0.383 4.045
N 3.647 0.416 4.204
C 3.137 0.361 2.989
C 1.733 0.373 2.657
C 0.712 0.433 3.610
C -0.596 0.460 3.182
C -0.856 0.457 1.815
N 0.101 0.392 0.900
C 1.385 0.323 1.303
C 2.401 0.193 0.265
N 1.968 0.055 -1.005
C 2.858 -0.053 -1.983
C 4.230 -0.008 -1.758
C 4.691 0.116 -0.468
C 3.765 0.202 0.576
C 4.131 0.287 1.969
N 5.361 0.291 2.446
H 0.970 0.461 4.661
H -1.417 0.499 3.883
H -1.872 0.537 1.449
H 2.463 -0.200 -2.980
H 4.909 -0.079 -2.595
H 5.748 0.144 -0.238
F -5.225 1.569 0.003
C -5.329 0.839 -1.123
F -6.527 0.243 -1.107
F -5.302 1.679 -2.166
C -4.223 -0.184 -1.218
C -4.519 -1.532 -1.297
C -3.486 -2.453 -1.425
C -2.188 -1.992 -1.450
N -1.894 -0.696 -1.317
C -2.878 0.218 -1.219
S -2.324 1.851 -1.043
H -5.550 -1.858 -1.273
H -3.688 -3.510 -1.516
H -1.352 -2.665 -1.591
Se -0.043 2.255 -2.907
C -0.070 0.516 -3.410
N -0.005 -0.614 -3.676

Forces on atoms 1 to 6 (eV/Å):
0.070 0.118 0.735
0.103 -0.015 0.109
-0.085 0.031 0.174
0.402 -0.069 -0.348
-0.249 -0.003 -0.183
-0.001 0.022 -0.085

## Properties
HOMO (spin up / spin down)   -11.421 / -11.822 eV
Net charge   +1
Kohn-Sham gap (spin up / spin down)   7.509 / 6.308 eV
Lowest unoccupied orbital energy (spin up / spin down)   -3.91 / -5.51 eV
Spin multiplicity   5

These are the Mulliken partial charges, in e, on atoms 1 to 2:
1. Co 0.11
2. S 0.21


Total energy (Ha)
-1026.79689 -5938.02744
Relative energy (zero: lowest compared OMol25 entry of this formula, charge and spin) (kJ/mol)
63.82 12.42